#A
# C6H11NO

A single C6H11NO molecule (ωB97M-V/def2-TZVPD, the OMol25 dataset).

```
19
Properties=species:S:1:pos:R:3
C -0.719 -1.304 -1.849
C -0.145 -0.535 -0.725
N 1.118 -0.706 -0.402
C 1.371 0.220 0.719
C 1.876 -0.478 1.961
O 0.145 0.856 1.065
C -0.902 0.407 0.197
C -1.539 1.589 -0.538
H -1.324 -2.088 -1.408
H -1.341 -0.649 -2.443
H 0.053 -1.783 -2.449
H 2.126 0.953 0.444
H 2.900 -0.910 1.758
H 1.187 -1.247 2.259
H 1.961 0.194 2.822
H -1.686 -0.113 0.789
H -2.341 1.215 -1.158
H -1.896 2.331 0.178
H -0.844 2.049 -1.218
```

SMILES ... CC1=N[C@H](C)O[C@H]1C
Total charge ... 0
Spin multiplicity ... 1

---

#B
# C6H11NO

A single C6H11NO molecule (ωB97M-V/def2-TZVPD, the OMol25 dataset).

```
19
Properties=species:S:1:pos:R:3
C -3.019 -0.052 -0.021
O -1.785 0.588 0.307
C -0.712 -0.099 0.068
N -0.565 -1.710 -0.260
C 0.894 -1.495 -0.146
C 0.710 0.096 -0.021
C 1.244 0.687 1.284
C 1.335 0.839 -1.184
H -3.020 -0.977 0.507
H -3.108 -0.416 -1.066
H -3.720 0.681 0.096
H 1.650 -1.780 -0.851
H 1.187 -1.900 0.818
H 2.427 0.511 1.321
H 0.763 0.220 2.268
H 1.144 1.848 1.319
H 2.355 0.550 -1.177
H 1.265 1.966 -1.069
H 0.957 0.443 -2.193
```

SMILES ... COC1=NCC1(C)C
Total charge ... 0
Spin multiplicity ... 1

---

#C
# C6H11NO

2 unconnected molecules or ions with the total composition C6H11NO (ωB97M-V/def2-TZVPD, the OMol25 dataset).

```
19
Properties=species:S:1:pos:R:3
H 2.529 0.042 -1.612
N 2.351 0.768 -0.919
C 1.252 0.616 -0.320
C 0.804 1.638 0.683
C 0.343 -0.576 -0.625
C -1.036 0.140 -1.386
O 0.733 -1.573 -1.212
H 1.044 1.280 1.689
H 1.352 2.565 0.515
H -0.270 1.812 0.661
H -1.642 -0.631 -1.860
H -0.536 0.745 -2.134
H -1.655 0.796 -0.777
C -0.196 -1.334 1.341
C -1.496 -1.128 0.970
H 0.230 -0.755 2.145
H 0.266 -2.300 1.193
H -2.072 -0.290 1.336
H -2.001 -1.816 0.312
```

SMILES ... [H]/N=C(/C)C(C)=O.C=C
Total charge ... 0
Spin multiplicity ... 1

---

#D
# C6H11NO

2 unconnected molecules or ions with the total composition C6H11NO (ωB97M-V/def2-TZVPD, the OMol25 dataset).

```
19
Properties=species:S:1:pos:R:3
C -1.747 2.236 -0.196
C -0.843 1.304 -0.933
C -0.752 -0.064 -0.295
C -1.725 -1.071 0.024
C -1.083 -1.861 0.960
N 0.172 -1.374 1.299
C 0.332 -0.300 0.489
H -2.794 2.244 -0.649
H -1.819 2.114 0.824
H -1.402 3.320 -0.465
H -1.156 1.432 -2.120
H 0.245 1.739 -1.122
H -2.595 -1.068 -0.423
H -1.457 -2.664 1.571
H 0.774 -1.497 2.122
H 1.297 0.274 0.545
O 4.243 0.173 -0.883
H 4.285 -0.253 -1.724
H 4.381 1.118 -0.889
```

SMILES ... CCc1cc[nH]c1.O
Total charge ... 0
Spin multiplicity ... 1

---

How do the energies compare? Relative to the most stable structure, in kJ/mol: #A 0.0; #B 407.4; #C 283.4; #D 140.7.

---

#A
# C6H11NO

2 unconnected molecules or ions with the total composition C6H11NO (ωB97M-V/def2-TZVPD, the OMol25 dataset).

```
19
Properties=species:S:1:pos:R:3
C -0.285 -0.531 0.294
C 1.126 -0.838 0.946
C 1.999 0.445 0.384
C 0.150 0.391 -0.925
C -1.454 0.357 -1.229
C -1.419 -0.955 -0.607
H -1.869 0.212 1.687
H -0.204 1.663 1.088
H 1.620 -1.661 0.550
H 1.223 -0.683 2.049
H 2.999 0.174 -0.113
H 2.426 1.109 1.127
H 0.480 -0.379 -1.694
H -1.907 1.247 -0.622
H -1.788 0.663 -2.350
H -1.449 -1.731 -1.469
H -2.273 -1.263 0.099
N -0.567 0.539 1.330
O 1.192 1.241 -0.545
```

Total charge ... 0
Spin multiplicity ... 1

---

#B
# C6H11NO

A single C6H11NO molecule (ωB97M-V/def2-TZVPD, the OMol25 dataset).

```
19
Properties=species:S:1:pos:R:3
C -2.765 -0.949 0.290
C -1.625 0.032 0.368
O -1.764 1.182 0.760
C -0.310 -0.522 -0.081
N 0.061 0.076 -1.379
C 1.014 0.199 -0.177
C 1.235 1.590 0.349
C 2.257 -0.654 -0.197
H -2.739 -1.482 -0.664
H -2.688 -1.661 1.116
H -3.716 -0.417 0.365
H -0.262 -1.607 -0.065
H -0.401 0.981 -1.514
H 1.899 2.136 -0.332
H 0.321 2.182 0.430
H 1.713 1.561 1.333
H 2.060 -1.678 -0.536
H 3.014 -0.240 -0.869
H 2.696 -0.730 0.803
```

SMILES ... CC(=O)[C@H]1NC1(C)C
Total charge ... 0
Spin multiplicity ... 1

---

#C
# C6H11NO

A molecular structure, C6H11NO (ωB97M-V/def2-TZVPD, the OMol25 dataset).

```
19
Properties=species:S:1:pos:R:3
O 0.117 -1.652 -2.463
C 0.440 -0.634 -1.952
N -0.372 0.183 -1.206
C 0.231 0.883 -0.064
C -0.213 0.191 1.240
C 0.229 -1.270 1.322
C -0.346 -2.227 0.604
C -0.328 2.315 0.012
H 1.393 -0.094 -2.151
H 0.026 -0.835 -0.742
H 1.297 1.042 -0.270
H -1.300 0.150 1.271
H 0.103 0.746 2.121
H 1.090 -1.545 1.919
H -1.008 -2.155 -0.246
H 0.095 -3.219 0.666
H -1.411 2.389 0.114
H -0.079 2.744 -0.964
H 0.036 2.987 0.788
```

Total charge ... 0
Spin multiplicity ... 1

---

How do the energies compare? Relative to the most stable structure, in kJ/mol: #A 581.7; #B 0.0; #C 278.3.

---

#A
# C5H37NO15

15 unconnected molecules or ions with the total composition C5H37NO15 (ωB97M-V/def2-TZVPD, the OMol25 dataset).

```
58
Properties=species:S:1:pos:R:3
C 0.838 -1.097 -2.613
C -0.025 -1.451 -1.357
C -0.380 -0.319 -0.427
C 0.338 0.049 0.620
C 2.296 -1.245 -2.193
N 2.758 -2.523 -2.268
O 2.978 -0.278 -1.903
H 0.546 -1.852 -3.342
H 0.614 -0.115 -3.026
H 0.577 -2.124 -0.751
H -0.973 -1.875 -1.685
H -1.385 0.066 -0.546
H 0.083 0.769 1.390
H 1.353 -0.311 0.773
H 2.099 -3.245 -2.037
H 3.717 -2.487 -1.953
H -0.804 -3.202 2.187
H -0.897 -3.029 0.735
O -0.272 -3.373 1.399
H -1.749 2.847 1.243
H -2.330 3.420 2.494
O -1.769 2.694 2.200
H 2.430 1.381 -1.573
H 2.943 2.927 -1.641
O 2.342 2.292 -1.257
H 2.668 2.887 1.394
H 1.817 4.011 1.868
O 2.346 3.744 1.105
H 3.096 1.572 3.467
H 2.779 0.151 3.016
O 2.623 1.076 2.791
H 2.431 -2.267 2.402
H 3.612 -1.808 1.424
O 3.369 -2.065 2.319
H -0.390 4.633 -0.163
H 0.678 3.588 -0.240
O -0.162 3.842 -0.666
H -2.670 0.081 -4.062
H -3.155 0.009 -2.719
O -3.374 0.492 -3.534
H -4.532 0.348 -1.229
H -3.427 1.464 -0.962
O -3.721 0.552 -0.755
H 2.793 -3.848 0.880
H 1.560 -4.537 0.743
O 2.282 -4.252 0.160
H -1.865 3.068 -1.192
H -3.155 3.891 -1.681
O -2.826 3.177 -1.137
H -3.153 -1.865 0.020
H -3.648 -3.232 0.523
O -3.156 -2.814 -0.188
H -2.249 -0.362 3.847
H -1.866 0.833 3.100
O -1.660 0.394 3.939
H -2.036 0.084 1.303
H -3.435 -0.040 1.267
O -2.677 -0.616 1.475
```

Total charge ... 0
Spin multiplicity ... 1

---

#B
# C5H37NO15

16 unconnected molecules or ions with the total composition C5H37NO15 (ωB97M-V/def2-TZVPD, the OMol25 dataset).

```
58
Properties=species:S:1:pos:R:3
C 3.038 0.365 -2.752
C 2.859 -0.991 -2.511
N 1.765 -1.301 -1.780
C 1.208 -0.080 -1.435
C 1.933 0.923 -1.982
C -0.036 0.034 -0.631
H 3.832 0.732 -3.374
H 3.393 -1.729 -3.099
H 1.387 -2.166 -1.446
H 1.650 1.953 -2.073
H -0.915 -0.355 -1.137
H 0.065 -0.371 0.357
H -0.287 1.095 -0.516
H -1.267 2.331 3.306
H 0.054 2.040 3.997
O -0.807 1.647 3.835
H -4.097 1.126 -0.314
H -4.330 2.675 0.074
O -3.689 2.021 -0.228
H -3.176 -4.138 -0.726
H -1.658 -3.624 -0.421
O -2.543 -3.407 -0.763
H 3.842 0.981 0.465
H 2.219 1.325 0.459
O 2.975 0.905 0.910
H -1.125 1.947 1.296
H -2.597 2.332 0.858
O -1.822 2.625 1.432
H -2.617 2.670 -2.686
H -2.255 2.785 -1.120
O -1.972 2.967 -2.029
H -0.846 -0.944 1.506
H -0.764 0.053 2.632
O -1.390 -0.366 2.021
H 0.718 3.380 -0.215
H 2.186 3.792 -0.519
O 1.639 3.075 -0.186
H -4.163 -1.013 -1.962
H -4.353 -0.933 -0.499
O -4.437 -0.352 -1.276
H -2.758 -2.570 1.326
H -3.090 -1.339 2.101
O -3.523 -2.087 1.650
H 4.723 -0.406 -1.365
H 3.944 -1.031 -0.180
O 4.609 -0.375 -0.415
H 2.452 -1.409 2.604
H 2.773 -0.621 1.230
O 2.640 -1.521 1.660
H -1.950 -1.389 -3.396
H -2.539 -2.279 -2.205
O -2.744 -1.784 -3.032
H 1.351 -2.640 1.267
H 1.728 -3.680 0.157
O 1.021 -3.400 0.743
H 2.318 1.256 4.074
H 2.881 0.799 2.726
O 2.550 0.473 3.584
```

Total charge ... 0
Spin multiplicity ... 1

---

How do the energies compare? Relative to the most stable structure, in kJ/mol: #A 0.0; #B 28.8.

---

#A
# CHNOS

2 unconnected molecules or ions with the total composition CHNOS (ωB97M-V/def2-TZVPD, the OMol25 dataset).

```
5
Properties=species:S:1:pos:R:3
C 1.100 1.200 -3.841
N 1.932 1.675 -0.637
O 1.431 1.773 -2.931
S 1.842 0.185 -0.612
H 2.413 1.945 -1.527
```

Total charge ... 0
Spin multiplicity ... 1

---

#B
# CHNOS

A single CHNOS molecule (ωB97M-V/def2-TZVPD, the OMol25 dataset).

```
5
Properties=species:S:1:pos:R:3
O -0.883 -1.501 0.131
C -0.378 -0.480 -0.027
N 0.622 0.282 -0.395
S -0.847 1.320 0.112
H 1.485 0.379 0.179
```

SMILES ... O=C1NS1
Total charge ... 0
Spin multiplicity ... 1

---

How do the energies compare? Relative to the most stable structure, in kJ/mol: #A 112.8; #B 0.0.

---

#A
# C4H9Cl2N2

A molecular structure, C4H9Cl2N2 (ωB97M-V/def2-TZVPD, the OMol25 dataset).

```
17
Properties=species:S:1:pos:R:3
C -0.696 0.135 0.009
C 0.178 -1.898 -1.736
C 0.592 1.087 1.976
C -1.069 -1.632 -0.886
N -0.131 0.045 1.134
N -1.100 1.135 -0.679
Cl -2.490 -1.441 -1.908
Cl -1.238 -2.920 0.178
H 1.001 -1.776 -1.039
H 0.074 -1.191 -2.570
H 0.316 -2.921 -2.069
H 0.046 1.237 2.933
H 1.721 0.677 2.073
H 0.509 2.008 1.387
H -0.056 -0.918 1.531
H -1.690 1.047 -1.532
H -1.314 2.024 -0.423
```

Total charge ... +1
Spin multiplicity ... 1

---

#B
# C4H9Cl2N2

A gas-phase ion, C4H9Cl2N2 (charge +1) (ωB97M-V/def2-TZVPD, the OMol25 dataset).

```
17
Properties=species:S:1:pos:R:3
C 0.071 -0.440 2.399
N -0.393 -0.233 1.037
C 0.309 0.449 0.177
N 1.207 1.371 0.433
C -0.368 0.475 -1.493
C -0.659 -0.916 -2.124
Cl 0.930 1.406 -2.435
Cl -2.000 1.287 -1.325
H 0.347 -1.532 2.555
H 1.006 0.077 2.669
H -0.728 -0.398 3.192
H -0.917 -0.934 0.547
H 1.524 1.910 -0.359
H 1.643 1.329 1.462
H -0.946 -1.723 -1.405
H 0.377 -1.251 -2.440
H -1.406 -0.875 -2.888
```

SMILES ... CNC(=[NH2+])C(C)(Cl)Cl
Total charge ... +1
Spin multiplicity ... 1

---

#C
# C4H9Cl2N2

2 unconnected molecules or ions with the total composition C4H9Cl2N2 (ωB97M-V/def2-TZVPD, the OMol25 dataset).

```
17
Properties=species:S:1:pos:R:3
C 0.382 0.072 0.062
C -0.944 -2.870 -1.049
C 0.439 2.071 1.537
C -0.264 -2.894 0.257
N 0.074 0.712 1.152
N 1.114 0.556 -0.909
Cl -1.153 -2.655 1.667
Cl 1.304 -3.463 0.404
H -0.229 -2.739 -1.855
H -1.700 -2.091 -1.080
H -1.457 -3.823 -1.220
H 1.335 2.067 2.157
H 0.623 2.677 0.652
H -0.378 2.514 2.099
H -0.454 0.200 1.847
H 1.284 0.007 -1.735
H 1.529 1.484 -0.902
```

Total charge ... +1
Spin multiplicity ... 1

---

How do the energies compare? Relative to the most stable structure, in kJ/mol: #A 55.3; #B 0.0; #C 151.8.

---

#A
# C7H12N4S

A molecular structure, C7H12N4S (ωB97M-V/def2-TZVPD, the OMol25 dataset).

```
24
Properties=species:S:1:pos:R:3
C -3.527 -0.870 0.193
C -1.715 0.985 -0.177
C -0.288 -1.256 -0.467
C 0.858 -1.252 0.568
C 1.837 -0.168 0.203
C 1.902 1.124 0.605
C 3.885 0.662 -0.180
H -4.569 -0.579 -0.140
H -3.276 -1.476 1.222
H -2.923 -1.470 -0.726
H -3.640 1.608 0.238
H 0.002 0.497 -1.087
H -0.846 -2.065 -0.075
H -0.045 -1.562 -1.594
H 1.478 -2.314 0.351
H 0.532 -1.633 1.915
H 1.119 1.840 0.593
H 3.276 2.577 -0.180
H 4.709 0.838 -0.976
N -2.881 0.580 0.380
N -0.782 0.124 -0.719
N 3.100 1.696 0.229
N 3.212 -0.451 -0.145
S -1.416 2.566 -0.033
```

Total charge ... 0
Spin multiplicity ... 1

---

#B
# C7H12N4S

A single C7H12N4S molecule (ωB97M-V/def2-TZVPD, the OMol25 dataset).

```
24
Properties=species:S:1:pos:R:3
H -0.625 1.196 -0.662
N -1.358 1.714 -0.190
C -2.389 0.943 -0.080
N -3.610 1.586 0.182
S -2.605 -0.823 -0.156
C -1.072 -1.443 -0.855
C -0.209 -2.025 0.246
C 0.484 -0.965 1.160
C 1.544 -0.151 0.485
C 1.780 1.185 0.539
N 2.928 1.380 -0.260
C 3.354 0.162 -0.647
N 2.509 -0.784 -0.257
H -3.712 2.623 0.010
H -4.416 1.096 -0.212
H -0.534 -0.679 -1.413
H -1.367 -2.249 -1.558
H -0.825 -2.596 0.951
H 0.509 -2.686 -0.227
H 0.933 -1.549 1.980
H -0.209 -0.235 1.616
H 1.336 2.070 1.042
H 3.319 2.247 -0.460
H 4.234 -0.019 -1.233
```

SMILES ... [H]/N=C(/N)SCCCc1c[nH]cn1
Total charge ... 0
Spin multiplicity ... 1

---

How do the energies compare? Relative to the most stable structure, in kJ/mol: #A 556.0; #B 0.0.